Entry 1:
{"formula": "C9H19N2", "method": "the ωB97M-V functional and the def2-TZVPD basis", "homo_ev": -13.9, "smiles": "CC[C@H](C)/[N+](=C(\\C)N)C1CC1", "multiplicity": 1, "e_above_lowest_kcal_mol": 55.4, "charge": 1, "gap_ev": 11.04, "species": ["C", "C", "C", "C", "N", "C", "C", "N", "C", "C", "C", "H", "H", "H", "H", "H", "H", "H", "H", "H", "H", "H", "H", "H", "H", "H", "H", "H", "H", "H"], "xyz": [[3.113, -0.437, 0.528], [1.677, 0.010, 0.651], [0.903, -0.040, -0.609], [1.314, 1.134, -1.499], [-0.574, -0.127, -0.389], [-1.238, -1.245, 0.047], [-0.534, -2.522, 0.333], [-2.530, -1.302, 0.142], [-1.346, 1.103, -0.513], [-2.329, 1.532, 0.566], [-0.993, 2.229, 0.426], [3.141, -1.428, 0.062], [3.750, 0.053, -0.078], [3.360, -0.470, 1.498], [1.828, 1.036, 1.023], [1.168, -0.663, 1.362], [1.046, -0.882, -1.165], [1.124, 2.086, -0.903], [0.857, 1.175, -2.467], [2.306, 0.875, -1.841], [-0.871, -3.316, -0.412], [-0.827, -2.896, 1.315], [0.565, -2.507, 0.298], [-3.003, -2.265, 0.306], [-3.047, -0.468, 0.020], [-1.821, 1.272, -1.409], [-2.608, 0.973, 1.445], [-3.269, 1.988, 0.089], [-0.912, 3.274, 0.127], [-0.248, 1.827, 1.047]]}

***

Entry 2:
{"formula": "C9H19N2", "method": "the ωB97M-V functional and the def2-TZVPD basis", "homo_ev": -12.8, "multiplicity": 1, "e_above_lowest_kcal_mol": 132.6, "charge": 1, "gap_ev": 10.18, "species": ["C", "C", "C", "C", "C", "C", "C", "C", "C", "N", "N", "H", "H", "H", "H", "H", "H", "H", "H", "H", "H", "H", "H", "H", "H", "H", "H", "H", "H", "H"], "xyz": [[-0.087, -0.659, 3.116], [-0.558, 0.362, 2.418], [-0.428, -1.989, 0.091], [-0.576, 2.007, -1.350], [-1.430, -0.327, -2.222], [1.089, 0.142, -1.837], [1.676, 0.236, 1.280], [-0.505, 0.051, 0.107], [-0.382, 0.513, -1.358], [0.499, -2.574, 0.627], [0.281, 0.689, 1.162], [-0.590, -0.752, 4.092], [0.783, -1.257, 2.972], [-1.451, 0.911, 2.455], [-1.386, -2.271, -0.264], [0.149, 2.796, -1.100], [-1.558, 2.345, -0.962], [-0.644, 2.221, -2.545], [-1.125, -1.399, -1.967], [-1.346, 0.063, -3.281], [-2.485, -0.154, -1.844], [1.331, -0.967, -1.533], [1.235, 0.360, -2.862], [1.798, 0.745, -1.351], [2.140, 0.735, 2.226], [1.809, -0.825, 1.284], [2.385, 0.743, 0.516], [-1.544, 0.105, 0.366], [0.638, -3.540, 0.802], [0.281, 1.691, 0.960]]}

***

Entry 3:
{"formula": "C9H19N2P", "method": "the ωB97M-V functional and the def2-TZVPD basis", "homo_ev": -8.3, "smiles": "CC(C)N(P[C@H](C)C#N)C(C)C", "multiplicity": 1, "e_above_lowest_kcal_mol": 0.0, "charge": 0, "gap_ev": 9.14, "species": ["C", "C", "C", "N", "P", "C", "C", "C", "N", "C", "C", "C", "H", "H", "H", "H", "H", "H", "H", "H", "H", "H", "H", "H", "H", "H", "H", "H", "H", "H", "H"], "xyz": [[0.712, -2.084, 1.198], [-0.179, -1.256, 0.277], [-0.012, -1.848, -1.191], [-0.201, 0.260, 0.330], [1.079, 0.776, 1.379], [2.316, 1.142, 0.046], [1.792, 1.450, -1.382], [3.232, 0.066, -0.027], [3.841, -0.904, 0.007], [-1.512, 0.914, 0.310], [-2.469, 0.468, 1.427], [-2.257, 0.908, -1.028], [0.647, -3.027, 0.769], [1.744, -1.731, 0.998], [0.303, -2.241, 2.184], [-1.323, -1.610, 0.691], [-0.534, -2.758, -1.437], [1.020, -2.027, -1.493], [-0.138, -1.154, -1.982], [0.723, 2.089, 1.647], [2.915, 2.049, 0.395], [1.427, 0.592, -1.863], [1.019, 2.191, -1.271], [2.617, 1.799, -1.920], [-1.254, 1.985, 0.559], [-2.976, 1.358, 1.797], [-3.195, -0.248, 1.071], [-1.876, 0.052, 2.313], [-3.307, 1.313, -0.863], [-2.477, -0.085, -1.318], [-1.678, 1.560, -1.622]]}

***

Entry 4:
{"formula": "C9H19N3O3", "method": "the ωB97M-V functional and the def2-TZVPD basis", "homo_ev": -16.5, "smiles": "CCOC(=O)[C@@H](O)C(=[NH2+])N1CC[NH2+]CC1", "multiplicity": 1, "e_above_lowest_kcal_mol": 12.4, "charge": 2, "gap_ev": 9.88, "species": ["C", "C", "O", "C", "O", "C", "O", "C", "N", "N", "C", "C", "N", "C", "C", "H", "H", "H", "H", "H", "H", "H", "H", "H", "H", "H", "H", "H", "H", "H", "H", "H", "H", "H"], "xyz": [[1.961, -1.514, -3.733], [0.470, -1.545, -3.604], [-0.105, -0.381, -2.833], [-0.244, -0.488, -1.584], [-0.015, -1.321, -0.754], [-0.795, 1.187, -1.026], [-1.859, 1.461, -1.880], [-1.262, 1.506, 0.527], [-2.525, 1.700, 0.591], [-0.432, 1.167, 1.521], [-0.810, 0.818, 2.797], [-0.740, -0.709, 2.868], [0.524, -1.132, 2.150], [1.575, -0.078, 2.111], [1.027, 1.169, 1.365], [2.391, -1.351, -2.797], [2.108, -2.526, -4.252], [2.047, -0.608, -4.367], [0.394, -2.451, -3.142], [-0.066, -1.389, -4.491], [0.087, 1.725, -1.087], [-1.540, 1.552, -2.903], [-2.925, 1.775, -0.406], [-3.180, 1.895, 1.418], [-1.787, 1.184, 2.953], [-0.233, 1.255, 3.558], [-0.684, -1.035, 3.897], [-1.633, -1.207, 2.408], [0.799, -1.919, 2.769], [0.403, -1.586, 1.166], [2.401, -0.347, 1.511], [1.746, -0.057, 3.190], [1.477, 2.029, 1.750], [1.423, 1.221, 0.309]]}

***

Entry 5:
{"formula": "C9H19NO3S", "method": "the ωB97M-V functional and the def2-TZVPD basis", "homo_ev": -9.1, "smiles": "CC(C)(NC1CCCCC1)S(=O)(=O)O", "multiplicity": 1, "e_above_lowest_kcal_mol": 0.0, "charge": 0, "gap_ev": 9.73, "species": ["C", "C", "C", "N", "C", "C", "C", "C", "C", "C", "S", "O", "O", "O", "H", "H", "H", "H", "H", "H", "H", "H", "H", "H", "H", "H", "H", "H", "H", "H", "H", "H", "H"], "xyz": [[1.189, -1.927, -2.023], [0.243, -2.123, -0.889], [-1.289, -2.375, -0.922], [0.507, -1.246, 0.316], [0.156, 0.205, 0.018], [-1.186, 0.643, 0.547], [-1.232, 2.213, 0.579], [-0.104, 2.851, 1.353], [1.230, 2.438, 0.700], [1.341, 0.928, 0.641], [0.736, -3.817, -0.248], [2.093, -3.952, 0.151], [0.248, -4.874, -1.079], [-0.157, -3.885, 1.192], [2.104, -1.914, -1.546], [0.941, -2.682, -2.660], [1.039, -0.889, -2.625], [-1.648, -1.774, -1.810], [-1.797, -2.073, -0.049], [-1.572, -3.383, -1.106], [0.127, -1.663, 1.144], [0.172, 0.450, -0.983], [-1.345, 0.380, 1.683], [-1.955, 0.143, 0.019], [-2.132, 2.523, 0.846], [-1.210, 2.362, -0.463], [-0.302, 3.870, 1.268], [-0.206, 2.422, 2.268], [1.122, 2.987, -0.182], [2.174, 2.657, 1.228], [2.284, 0.537, 0.184], [1.464, 0.374, 1.647], [0.001, -4.780, 1.440]]}

***

Entry 6:
{"formula": "C9H19O3", "method": "the ωB97M-V functional and the def2-TZVPD basis", "homo_ev": [-13.4, -13.4], "multiplicity": 1, "e_above_lowest_kcal_mol": 0.0, "charge": 1, "gap_ev": [6.23, 6.23], "species": ["C", "C", "C", "C", "C", "C", "C", "C", "C", "O", "O", "O", "H", "H", "H", "H", "H", "H", "H", "H", "H", "H", "H", "H", "H", "H", "H", "H", "H", "H", "H"], "xyz": [[-2.650, 2.860, 2.169], [-2.339, 2.636, 0.783], [-2.458, 1.115, 0.497], [-1.370, 0.209, 0.999], [-0.145, 0.456, 0.012], [0.715, -0.823, -0.342], [2.070, -0.460, -1.057], [2.549, -1.463, -2.128], [2.830, -2.861, -1.727], [0.785, -1.645, 0.763], [1.526, -3.370, -0.922], [1.604, -3.331, 0.337], [-2.590, 1.917, 2.743], [-2.147, 3.616, 2.713], [-3.848, 3.081, 2.332], [-1.338, 3.057, 0.468], [-3.080, 3.122, 0.117], [-2.586, 0.923, -0.572], [-3.382, 0.807, 0.939], [-1.620, -0.969, 0.922], [-0.911, 0.304, 2.001], [-0.476, 0.943, -0.896], [0.512, 1.205, 0.509], [1.364, -1.331, 1.485], [0.044, -1.319, -1.145], [2.974, -0.080, -0.477], [1.823, 0.578, -1.510], [1.777, -1.512, -2.873], [3.423, -1.044, -2.694], [3.171, -3.667, -2.384], [3.774, -2.955, -1.063]]}

***

Please write out number 5 again, unchanged.
{"formula": "C9H19NO3S", "method": "the ωB97M-V functional and the def2-TZVPD basis", "homo_ev": -9.1, "smiles": "CC(C)(NC1CCCCC1)S(=O)(=O)O", "multiplicity": 1, "e_above_lowest_kcal_mol": 0.0, "charge": 0, "gap_ev": 9.73, "species": ["C", "C", "C", "N", "C", "C", "C", "C", "C", "C", "S", "O", "O", "O", "H", "H", "H", "H", "H", "H", "H", "H", "H", "H", "H", "H", "H", "H", "H", "H", "H", "H", "H"], "xyz": [[1.189, -1.927, -2.023], [0.243, -2.123, -0.889], [-1.289, -2.375, -0.922], [0.507, -1.246, 0.316], [0.156, 0.205, 0.018], [-1.186, 0.643, 0.547], [-1.232, 2.213, 0.579], [-0.104, 2.851, 1.353], [1.230, 2.438, 0.700], [1.341, 0.928, 0.641], [0.736, -3.817, -0.248], [2.093, -3.952, 0.151], [0.248, -4.874, -1.079], [-0.157, -3.885, 1.192], [2.104, -1.914, -1.546], [0.941, -2.682, -2.660], [1.039, -0.889, -2.625], [-1.648, -1.774, -1.810], [-1.797, -2.073, -0.049], [-1.572, -3.383, -1.106], [0.127, -1.663, 1.144], [0.172, 0.450, -0.983], [-1.345, 0.380, 1.683], [-1.955, 0.143, 0.019], [-2.132, 2.523, 0.846], [-1.210, 2.362, -0.463], [-0.302, 3.870, 1.268], [-0.206, 2.422, 2.268], [1.122, 2.987, -0.182], [2.174, 2.657, 1.228], [2.284, 0.537, 0.184], [1.464, 0.374, 1.647], [0.001, -4.780, 1.440]]}

***

Question: What is the formula in the fourth record?
Answer: C9H19N3O3